Formula: C23H17MnN3O5S2
Source: the Open Molecules 2025 dataset
Level of theory: the ωB97M-V functional and the def2-TZVPD basis

The geometry in XYZ format:
```
51
C23H17MnN3O5S2, DFT the ωB97M-V functional and the def2-TZVPD basis
Mn 1.20195 0.69117 0.20522
C -1.64758 -2.08701 -1.56812
C -0.36270 -1.56464 -0.99616
N -0.36822 -0.45872 -0.26629
N -1.62121 -0.00804 0.03580
C -1.72436 1.10278 0.67598
S -0.35294 2.06673 1.12341
S -3.28359 1.71725 1.12915
C -4.31652 1.12942 -0.28328
C -4.10025 2.05159 -1.43886
C -2.98612 1.91444 -2.25980
C -2.74888 2.81121 -3.28423
C -3.62927 3.85655 -3.50954
C -4.74465 3.99800 -2.70249
C -4.97331 3.10838 -1.66884
C 0.84931 -2.29930 -1.23949
C 0.81740 -3.65912 -1.58945
C 1.97451 -4.37227 -1.79893
C 3.21389 -3.73766 -1.71787
C 3.28858 -2.40521 -1.39365
C 2.12237 -1.66343 -1.11357
O 2.20558 -0.41987 -0.75938
H -2.32932 -1.26333 -1.76861
H -2.13878 -2.75138 -0.85719
H -1.46006 -2.63076 -2.49038
H -5.34158 1.16782 0.07896
H -4.01524 0.10454 -0.48096
H -2.29361 1.10219 -2.09322
H -1.87385 2.69418 -3.90618
H -3.44366 4.55882 -4.30729
H -5.43848 4.80695 -2.87356
H -5.83782 3.23198 -1.03417
H -0.12786 -4.17106 -1.65446
H 1.92535 -5.42374 -2.03496
H 4.12021 -4.29598 -1.89896
H 4.23883 -1.89879 -1.32942
O 4.92026 0.25427 5.97997
C 4.01556 -0.52394 5.79392
O 3.48603 -1.45060 6.36820
C 3.27416 -0.25413 4.35139
C 2.18606 -1.03764 4.00280
C 1.54272 -0.80178 2.80082
N 1.93894 0.16544 1.96345
C 2.99713 0.92094 2.32114
C 3.69488 0.75402 3.50508
C 3.33137 2.01914 1.29342
O 4.27283 2.75698 1.44372
O 2.47531 1.99542 0.34744
H 1.85437 -1.81527 4.67325
H 0.68580 -1.39368 2.49732
H 4.52644 1.40711 3.72886
```

Properties
* electronic energy: -91824.3557 eV
* expectation value of S²: 4.10
* gap between HOMO and LUMO (alpha / beta): 3.47 / 5.27 eV
* 2S+1: 4
* LUMO (alpha / beta): -0.1597 / -0.0935 Ha

---

Formula: C23H17N3O6Tc
Source: the Open Molecules 2025 dataset
Level of theory: the ωB97M-V functional and the def2-TZVPD basis

The geometry in XYZ format:
```
50
C23H17N3O6Tc, DFT the ωB97M-V functional and the def2-TZVPD basis
Tc 0.13139 -0.03851 -0.29094
O 2.06664 -0.14205 -0.17379
C 2.84192 -0.42525 0.85658
C 4.22595 -0.43881 0.65077
C 5.08481 -0.77563 1.66939
C 4.60685 -1.10875 2.94363
C 3.25584 -1.07180 3.16653
C 2.35087 -0.72948 2.14434
C 0.97581 -0.60019 2.50944
N -0.00534 -0.28707 1.73918
C -1.34274 -0.09130 2.33272
C -2.27588 0.48212 1.25972
N -1.89654 -0.18189 0.00821
C -2.66665 -1.02354 -0.58510
C -2.20838 -2.00783 -1.51969
C -3.13900 -2.63372 -2.37027
C -2.76442 -3.66342 -3.19043
C -1.43910 -4.12118 -3.13578
C -0.52068 -3.55622 -2.28494
C -0.87129 -2.47339 -1.46661
O 0.04427 -1.98682 -0.63859
H 4.58772 -0.17611 -0.33443
H 6.15167 -0.77609 1.48259
H 5.29019 -1.37416 3.73788
H 2.86087 -1.29726 4.15105
H 0.74968 -0.75100 3.56489
H -1.27433 0.59765 3.17496
H -1.72810 -1.05208 2.68010
H -2.11978 1.55634 1.16363
H -3.31907 0.29119 1.51163
H -3.72148 -1.03506 -0.30656
H -4.16106 -2.27105 -2.37812
H -3.47759 -4.12253 -3.86061
H -1.13222 -4.93889 -3.77620
H 0.50190 -3.90729 -2.23743
O -0.23751 3.49528 2.63465
C 0.40346 2.84983 1.79206
O 1.31015 2.00512 1.90905
C -0.03782 3.11695 0.34195
C -0.39412 4.41495 -0.01481
C -0.80735 4.69627 -1.29826
C -0.88962 3.65560 -2.21698
C -0.54883 2.39388 -1.80585
N -0.11976 2.11655 -0.55062
C -0.59046 1.23691 -2.77141
O -1.04558 1.35838 -3.87928
O -0.07719 0.13321 -2.27319
H -0.33968 5.16566 0.76015
H -1.07564 5.70531 -1.58540
H -1.21275 3.78716 -3.23980
```

Properties
* electronic energy: -43082.7337 eV
* expectation value of S²: 3.77
* gap between HOMO and LUMO (alpha / beta): 7.74 / 6.98 eV
* 2S+1: 4
* LUMO (alpha / beta): -0.0216 / -0.0587 Ha

---

Formula: C23H17N4OTa
Source: the Open Molecules 2025 dataset
Level of theory: the ωB97M-V functional and the def2-TZVPD basis

The geometry in XYZ format:
```
46
C23H17N4OTa, DFT the ωB97M-V functional and the def2-TZVPD basis
Ta -0.19516 -0.36012 0.12862
C 4.11734 -0.61692 1.07815
C 2.80071 -0.94803 0.81869
N 1.85992 -0.02059 0.55297
C 2.23387 1.30827 0.54910
C 3.54795 1.71602 0.82360
C 4.49602 0.71349 1.08576
C 3.82799 3.10741 0.84037
C 2.82342 4.00512 0.61424
C 1.50376 3.58053 0.33882
C 1.21712 2.24158 0.28228
N -0.01304 1.59192 0.04622
C -1.28788 2.19472 -0.12336
C -1.58820 3.36293 -0.78324
C -2.91893 3.82248 -0.83156
C -3.93773 3.11905 -0.24333
C -3.67006 1.88782 0.39832
C -4.64269 1.11715 1.06910
C -4.28909 -0.05136 1.71119
C -2.97371 -0.49049 1.64917
N -2.01826 0.20572 1.01686
C -2.34287 1.42566 0.43117
H 4.82924 -1.40323 1.28357
H 2.48023 -1.98202 0.83219
H 5.52173 0.98802 1.30230
H 4.83576 3.44287 1.04684
H 3.02980 5.06589 0.64600
H 0.73779 4.32811 0.19322
H -0.81395 3.93464 -1.27511
H -3.12836 4.75630 -1.33507
H -4.95115 3.49876 -0.25752
H -5.67067 1.45998 1.08809
H -5.01835 -0.64130 2.24745
H -2.67576 -1.42351 2.11122
O -0.08009 -2.22963 -0.41622
N 0.06800 -3.42917 -1.03348
C 0.30899 -3.45117 -2.35795
C 0.44361 -4.66547 -2.98727
C 0.32822 -5.83705 -2.24592
C 0.07905 -5.76701 -0.87935
C -0.05238 -4.53755 -0.27862
H 0.37871 -2.49393 -2.85309
H 0.63533 -4.68477 -4.05097
H 0.43057 -6.79913 -2.73094
H -0.01725 -6.65783 -0.27453
H -0.24955 -4.38415 0.77195
```

Properties
* electronic energy: -33659.9868 eV
* total charge: +3
* expectation value of S²: 0.76
* gap between HOMO and LUMO (alpha / beta): 6.53 / 6.32 eV
* 2S+1: 2
* LUMO (alpha / beta): -0.3898 / -0.3953 Ha
* relative energy (zero: lowest compared OMol25 entry of this formula, charge and spin): 0.00 kcal/mol

---

Repeat the third record exactly.
Formula: C23H17N4OTa
Source: the Open Molecules 2025 dataset
Level of theory: the ωB97M-V functional and the def2-TZVPD basis

The geometry in XYZ format:
```
46
C23H17N4OTa, DFT the ωB97M-V functional and the def2-TZVPD basis
Ta -0.19516 -0.36012 0.12862
C 4.11734 -0.61692 1.07815
C 2.80071 -0.94803 0.81869
N 1.85992 -0.02059 0.55297
C 2.23387 1.30827 0.54910
C 3.54795 1.71602 0.82360
C 4.49602 0.71349 1.08576
C 3.82799 3.10741 0.84037
C 2.82342 4.00512 0.61424
C 1.50376 3.58053 0.33882
C 1.21712 2.24158 0.28228
N -0.01304 1.59192 0.04622
C -1.28788 2.19472 -0.12336
C -1.58820 3.36293 -0.78324
C -2.91893 3.82248 -0.83156
C -3.93773 3.11905 -0.24333
C -3.67006 1.88782 0.39832
C -4.64269 1.11715 1.06910
C -4.28909 -0.05136 1.71119
C -2.97371 -0.49049 1.64917
N -2.01826 0.20572 1.01686
C -2.34287 1.42566 0.43117
H 4.82924 -1.40323 1.28357
H 2.48023 -1.98202 0.83219
H 5.52173 0.98802 1.30230
H 4.83576 3.44287 1.04684
H 3.02980 5.06589 0.64600
H 0.73779 4.32811 0.19322
H -0.81395 3.93464 -1.27511
H -3.12836 4.75630 -1.33507
H -4.95115 3.49876 -0.25752
H -5.67067 1.45998 1.08809
H -5.01835 -0.64130 2.24745
H -2.67576 -1.42351 2.11122
O -0.08009 -2.22963 -0.41622
N 0.06800 -3.42917 -1.03348
C 0.30899 -3.45117 -2.35795
C 0.44361 -4.66547 -2.98727
C 0.32822 -5.83705 -2.24592
C 0.07905 -5.76701 -0.87935
C -0.05238 -4.53755 -0.27862
H 0.37871 -2.49393 -2.85309
H 0.63533 -4.68477 -4.05097
H 0.43057 -6.79913 -2.73094
H -0.01725 -6.65783 -0.27453
H -0.24955 -4.38415 0.77195
```

Properties
* electronic energy: -33659.9868 eV
* total charge: +3
* expectation value of S²: 0.76
* gap between HOMO and LUMO (alpha / beta): 6.53 / 6.32 eV
* 2S+1: 2
* LUMO (alpha / beta): -0.3898 / -0.3953 Ha
* relative energy (zero: lowest compared OMol25 entry of this formula, charge and spin): 0.00 kcal/mol

---

Q: electronic energy of number 3 (C23H17N4OTa)?
A: -33659.9868 eV